Entry 1:
Density functional theory data (ωB97M-V/def2-TZVPD) for an isolated ion of composition C5H12N and charge +1 in a non-equilibrium geometry.

Last column: Mulliken charge in e.
Geometry (Å):
1 C -0.461 -2.905 0.989  -0.82
2 C -0.480 -1.588 0.928  -0.15
3 C 0.480 -0.786 0.084  -0.31
4 C 0.652 0.670 0.560  -0.74
5 C -0.304 1.634 -0.119  -0.70
6 N -0.040 1.764 -1.603  -0.27
7 H 0.295 -3.567 0.576  0.27
8 H -1.226 -3.441 1.535  0.26
9 H -1.281 -1.040 1.417  0.25
10 H 0.198 -0.817 -0.965  0.30
11 H 1.463 -1.257 0.103  0.38
12 H 0.419 0.767 1.612  0.38
13 H 1.677 1.006 0.364  0.35
14 H -1.353 1.467 0.134  0.34
15 H -0.188 2.657 0.248  0.37
16 H 0.971 1.693 -1.762  0.35
17 H -0.328 2.690 -1.920  0.37
18 H -0.495 1.054 -2.179  0.36

Calculated values
lowest unoccupied orbital energy = -3.81 eV
HOMO level = -13.05 eV
total charge = +1
spin multiplicity = 1
HOMO-LUMO gap = 9.24 eV
SMILES = C=CCCC[NH3+]
ΔE to the lowest compared entry with this formula, charge and spin = 31.00 kcal/mol

Entry 2:
Density functional theory data (ωB97M-V/def2-TZVPD) for an isolated ion of composition C5H12N2 and charge -1 in a non-equilibrium geometry.

Last column: Löwdin spin population.
Geometry (Å):
1 C 0.467 0.692 2.369  0.00
2 C -0.126 0.082 1.100  0.01
3 C 0.095 1.026 -0.089  0.02
4 C -0.279 0.341 -1.413  0.04
5 C 0.802 -1.666 -1.865  0.35
6 N 0.842 -0.344 -2.018  0.35
7 N -1.584 -0.113 1.244  0.00
8 H 0.004 0.191 3.233  0.00
9 H 0.104 1.720 2.444  0.00
10 H 1.540 0.611 2.516  0.00
11 H 0.330 -0.875 0.835  0.03
12 H -0.519 1.940 -0.004  0.01
13 H 1.108 1.443 -0.056  0.00
14 H -1.056 -0.333 -1.172  0.01
15 H -0.609 1.106 -2.126  0.01
16 H 0.009 -2.241 -1.354  0.08
17 H 1.670 -2.301 -2.059  0.07
18 H -1.900 0.219 2.144  0.00
19 H -1.814 -1.100 1.228  0.00

Calculated values
lowest unoccupied orbital energy (spin up / spin down) = 3.83 / 3.74 eV
HOMO level (spin up / spin down) = 0.96 / -3.49 eV
total charge = -1
<S²> = 0.753
spin multiplicity = 2
HOMO-LUMO gap (spin up / spin down) = 2.87 / 7.23 eV
ΔE to the lowest compared entry with this formula, charge and spin = 19.21 kcal/mol

Entry 3:
Density functional theory data (ωB97M-V/def2-TZVPD) for a 2-piece molecular cluster, C5H12N2 overall in a non-equilibrium geometry.

Last column: Löwdin spin population.
Geometry (Å):
1 C -0.834 -0.962 -1.182  0.01
2 C -0.633 -1.091 0.286  0.00
3 C -1.333 -1.947 1.016  0.00
4 N -1.208 -2.130 2.407  0.00
5 H -1.380 -1.812 -1.586  0.00
6 H -1.322 -0.025 -1.429  0.00
7 H 0.127 -0.916 -1.689  0.00
8 H -0.015 -0.344 0.768  0.00
9 H -2.070 -2.592 0.561  0.00
10 H -1.992 -2.539 2.875  0.00
11 H -0.803 -1.367 2.913  0.00
12 C 1.909 1.071 -0.622  0.06
13 C 0.708 3.063 -0.533  0.39
14 N 0.808 1.761 -0.100  0.35
15 H 2.184 0.246 0.041  0.00
16 H 2.804 1.720 -0.720  0.02
17 H 1.707 0.663 -1.646  0.03
18 H -0.080 3.693 -0.138  0.06
19 H 1.423 3.507 -1.221  0.07

Calculated values
lowest unoccupied orbital energy (spin up / spin down) = 3.64 / 3.64 eV
HOMO level (spin up / spin down) = 0.57 / -3.34 eV
total charge = -1
<S²> = 0.753
spin multiplicity = 2
HOMO-LUMO gap (spin up / spin down) = 3.07 / 6.98 eV
ΔE to the lowest compared entry with this formula, charge and spin = 29.64 kcal/mol

Entry 4:
Density functional theory data (ωB97M-V/def2-TZVPD) for a single C5H12N2 molecule in a non-equilibrium geometry.

Last column: Mulliken charge in e.
Geometry (Å):
1 C -0.982 -1.256 0.618  -1.24
2 C 0.038 -0.115 0.695  0.66
3 C -0.061 0.646 1.851  -0.46
4 N 0.141 -0.018 3.116  -0.43
5 C 0.688 0.609 -0.554  -0.52
6 C 0.089 -0.043 -1.811  -0.47
7 N 0.655 0.678 -2.959  -0.58
8 H -1.895 -0.743 0.140  0.20
9 H -1.007 -1.736 1.570  0.47
10 H -0.723 -2.107 0.000  0.27
11 H 0.338 1.703 1.877  0.25
12 H 0.630 0.507 3.813  0.18
13 H -0.479 -0.776 3.502  0.17
14 H 1.808 0.637 -0.710  0.26
15 H 0.372 1.727 -0.442  0.26
16 H 0.356 -1.117 -1.865  0.24
17 H -0.946 0.178 -1.674  0.27
18 H 1.071 0.055 -3.622  0.23
19 H -0.093 1.171 -3.543  0.23

Calculated values
lowest unoccupied orbital energy = 0.90 eV
HOMO level = -7.18 eV
total charge = 0
spin multiplicity = 1
HOMO-LUMO gap = 8.08 eV
SMILES = C/C(=C\N)CCN
ΔE to the lowest compared entry with this formula, charge and spin = 73.01 kcal/mol

Entry 5:
Density functional theory data (ωB97M-V/def2-TZVPD) for a single C5H12N2 molecule in a non-equilibrium geometry.

Last column: Mulliken charge in e.
Geometry (Å):
1 C 1.473 -1.214 -1.717  -1.29
2 C 0.926 -0.164 -0.767  0.51
3 N 2.022 0.567 -0.158  -0.67
4 C -0.214 -0.635 0.045  -0.16
5 C -0.377 -0.205 1.448  -0.76
6 N -0.950 0.791 0.557  -0.24
7 C -2.335 1.119 0.794  -0.92
8 H 2.161 -0.758 -2.428  0.33
9 H 2.026 -1.967 -1.156  0.31
10 H 0.678 -1.703 -2.278  0.36
11 H 0.237 0.665 -1.236  0.22
12 H 2.193 0.284 0.799  0.21
13 H 1.796 1.556 -0.162  0.32
14 H -0.943 -1.310 -0.392  0.35
15 H 0.488 0.100 2.035  0.22
16 H -1.073 -0.800 2.040  0.31
17 H -2.692 1.739 -0.030  0.28
18 H -2.978 0.232 0.890  0.34
19 H -2.436 1.702 1.718  0.28

Calculated values
lowest unoccupied orbital energy = 1.04 eV
HOMO level = -8.74 eV
total charge = 0
spin multiplicity = 1
HOMO-LUMO gap = 9.78 eV
SMILES = C[C@H](N)[C@H]1CN1C
ΔE to the lowest compared entry with this formula, charge and spin = 66.80 kcal/mol

Entry 6:
Density functional theory data (ωB97M-V/def2-TZVPD) for a single C5H12N2 molecule.

Last column: Mulliken charge in e.
Geometry (Å):
1 C 0.975 -0.397 1.662  -1.46
2 C -0.286 0.331 1.235  0.46
3 N -1.200 0.381 2.391  -0.70
4 C -0.962 -0.313 0.009  -0.93
5 C -0.044 -0.445 -1.161  -0.41
6 C 0.132 0.435 -2.133  0.00
7 N 1.018 0.315 -3.215  -0.53
8 H 1.790 -0.269 0.945  0.37
9 H 0.806 -1.466 1.786  0.31
10 H 1.298 0.024 2.610  0.41
11 H -0.099 1.375 0.972  0.32
12 H -1.557 -0.545 2.598  0.24
13 H -1.962 1.023 2.229  0.25
14 H -1.317 -1.293 0.324  0.34
15 H -1.826 0.290 -0.290  0.34
16 H 0.628 -1.306 -1.197  0.20
17 H -0.553 1.273 -2.231  0.35
18 H 1.551 -0.543 -3.211  0.22
19 H 1.606 1.129 -3.324  0.23

Calculated values
lowest unoccupied orbital energy = 1.15 eV
HOMO level = -8.18 eV
total charge = 0
spin multiplicity = 1
HOMO-LUMO gap = 9.33 eV
SMILES = C[C@H](N)C/C=C/N
ΔE to the lowest compared entry with this formula, charge and spin = 18.56 kcal/mol

Look up the ΔE to the lowest compared entry with this formula, charge and spin of the second one. 19.21 kcal/mol

What is the ΔE to the lowest compared entry with this formula, charge and spin in the second record? 19.21 kcal/mol